{
  "formula": "C14H18N2O6",
  "method": "wB97M-V/def2-TZVPD",
  "smiles": "N[C@@H](Cc1ccc(O)cc1)C(=O)N[C@@H](CCC(=O)O)C(=O)O",
  "relative_energy_ev": 4.029,
  "homo_ev": -8.7,
  "multiplicity": 1,
  "species": ["N", "C", "C", "C", "C", "C", "C", "O", "C", "C", "C", "O", "N", "C", "C", "C", "C", "O", "O", "C", "O", "O", "H", "H", "H", "H", "H", "H", "H", "H", "H", "H", "H", "H", "H", "H", "H", "H", "H", "H"],
  "positions_angstrom": [[-1.912052, -1.183371, -2.027341], [-1.030520, -0.541428, -1.030398], [-1.751950, -0.710355, 0.502693], [-3.161046, -0.048128, 0.578094], [-4.167199, -0.721838, -0.072914], [-5.378189, 0.051893, -0.227187], [-5.695635, 1.284516, 0.358912], [-6.832807, 1.936252, 0.243622], [-4.598998, 1.827423, 1.053144], [-3.338462, 1.228162, 1.064845], [0.325327, -1.178755, -0.889329], [0.408293, -2.483980, -0.786876], [1.195691, -0.350912, -0.483429], [2.629721, -0.633752, -0.010065], [3.448232, 0.656979, 0.050449], [4.980806, 0.513821, 0.261040], [5.680928, 1.776219, -0.209247], [5.217442, 2.814773, -0.452737], [7.140954, 1.708361, -0.634345], [2.758980, -1.349081, 1.370402], [3.486844, -0.974140, 2.242948], [2.233257, -2.663650, 1.441983], [-1.527775, -1.034186, -2.981009], [-1.501513, -2.157084, -1.700213], [-1.065178, 0.497766, -1.213145], [-1.051611, -0.164757, 1.274028], [-1.728905, -1.799695, 0.590220], [-4.089053, -1.584005, -0.698438], [-6.270734, -0.383686, -0.660004], [-7.559829, 1.038553, 0.111948], [-4.576941, 2.888533, 1.467533], [-2.416651, 1.847868, 1.420782], [0.914624, 0.625222, -0.598127], [2.962037, -1.263829, -0.765977], [3.114764, 1.190709, 0.939429], [3.373379, 1.230028, -0.809306], [5.191047, 0.417554, 1.357785], [5.260583, -0.363826, -0.333287], [7.580645, 0.854633, -0.373123], [1.751493, -2.798794, 0.626643]],
  "forces_ev_per_a": [[2.399, -2.710, 1.454], [-2.600, -0.141, 1.001], [1.379, 1.858, -0.703], [2.875, -2.057, -1.018], [-3.048, 3.211, -0.450], [-0.764, -1.233, 0.664], [4.595, -1.226, 0.771], [-4.818, -4.013, -0.589], [0.850, 2.634, 0.298], [0.725, 1.248, 0.704], [-2.856, -5.837, 1.210], [0.278, 4.021, -0.884], [4.380, 3.145, 1.487], [-1.677, 1.364, 0.900], [0.525, -0.543, 2.199], [-0.334, -0.242, 0.605], [3.844, -1.572, -1.827], [-1.475, 1.613, 0.214], [-2.116, -1.597, 1.634], [0.069, -3.127, -0.174], [-0.715, 0.425, -0.233], [1.112, 2.990, 0.326], [-0.198, -0.126, 0.849], [-1.797, 1.152, -1.879], [0.661, 1.415, -0.210], [-1.130, -1.377, -1.411], [-0.271, 0.215, 0.620], [0.364, -0.602, 0.305], [0.131, -0.563, -0.662], [2.714, 4.404, 0.367], [-0.643, -1.489, -0.550], [-1.881, -1.339, -0.382], [0.551, -0.362, 0.336], [1.082, -1.529, -1.128], [-0.395, 0.431, -0.316], [-0.832, 1.127, -1.687], [0.044, -0.413, -1.100], [0.755, 0.189, 0.415], [-0.841, 1.055, -0.257], [-0.938, -0.401, -0.898]],
  "nbo_charge": [-0.822, -0.135, -0.385, -0.078, -0.178, -0.271, 0.277, -0.626, -0.260, -0.191, 0.637, -0.722, -0.550, -0.149, -0.407, -0.526, 0.811, -0.521, -0.748, 0.779, -0.550, -0.679, 0.361, 0.379, 0.194, 0.207, 0.230, 0.242, 0.183, 0.477, 0.218, 0.213, 0.413, 0.229, 0.231, 0.229, 0.278, 0.232, 0.472, 0.505]
}